Record 1
# C39H30N2P2PdSTe

A structure of composition C39H30N2P2PdSTe (ωB97M-V/def2-TZVPD, the Open Molecules 2025 dataset).

The calculation puts the lowest unoccupied orbital energy at -0.007 eV. As for the orbital gap: 7.31 eV.

Cartesian coordinates (Å):
Te (2.264, 2.432, -0.817)
Pd (-1.114, -1.099, -1.063)
S (-5.232, -2.255, -2.395)
P (1.095, -0.790, -0.263)
P (-0.823, 1.005, -0.369)
N (-1.371, -3.102, -1.851)
N (3.611, 3.741, 3.756)
C (3.570, -1.565, -3.385)
C (0.929, -2.823, 3.280)
C (2.587, 4.327, 3.138)
C (2.223, -0.834, 3.675)
C (-3.038, -4.679, -2.490)
C (-5.355, -0.605, -1.963)
C (-1.486, 2.327, -1.419)
C (-0.811, 1.936, 2.253)
C (2.887, 3.048, 1.137)
C (1.409, -1.316, 1.457)
C (0.813, -2.478, 1.939)
C (2.541, -1.330, -1.218)
C (-2.076, -5.665, -2.572)
C (-1.358, 2.191, -2.801)
C (-2.660, -3.388, -2.126)
C (-2.583, 1.598, 3.839)
C (-1.804, 3.194, -3.644)
C (-1.321, 2.088, 3.534)
C (-3.101, -1.035, -1.554)
C (-1.564, 1.305, 1.268)
C (-4.166, -0.087, -1.541)
C (-0.447, -4.059, -1.931)
C (-3.333, 0.952, 2.864)
C (2.194, 4.025, 1.841)
C (3.977, 2.457, 1.763)
C (3.693, -1.831, -0.622)
C (4.779, -2.200, -1.407)
C (1.634, -2.000, 4.147)
C (4.293, 2.831, 3.063)
C (0.909, 0.959, -0.340)
C (-2.507, 4.484, -1.740)
C (-0.751, -5.358, -2.291)
C (2.486, -1.200, -2.606)
C (4.719, -2.068, -2.785)
C (-2.059, 3.478, -0.892)
C (-3.551, -2.251, -1.996)
C (-2.823, 0.798, 1.583)
C (-2.380, 4.342, -3.113)
C (2.107, -0.492, 2.336)
H (5.133, 2.372, 3.575)
H (-6.304, -0.099, -2.052)
H (-4.060, 0.947, -1.242)
H (3.743, -1.929, 0.455)
H (2.051, 5.079, 3.709)
H (-0.918, 1.287, -3.206)
H (2.759, -0.181, 4.353)
H (0.568, -3.757, -1.705)
H (5.675, -2.588, -0.938)
H (-0.725, 2.573, 4.298)
H (-2.733, 5.125, -3.773)
H (3.523, -1.459, -4.462)
H (-2.954, 5.379, -1.326)
H (0.455, -3.723, 3.650)
H (-2.162, 3.586, 0.180)
H (-2.977, 1.704, 4.842)
H (5.566, -2.356, -3.394)
H (-1.711, 3.080, -4.716)
H (1.712, -2.259, 5.196)
H (0.232, -3.098, 1.266)
H (4.569, 1.705, 1.256)
H (-2.356, -6.673, -2.854)
H (-3.392, 0.273, 0.825)
H (0.191, 2.271, 2.023)
H (-4.310, 0.554, 3.106)
H (1.353, 4.542, 1.394)
H (0.029, -6.103, -2.349)
H (1.589, -0.800, -3.067)
H (-4.078, -4.893, -2.698)
H (2.527, 0.436, 1.975)

Atomic partial charges in e from the Mulliken method, atoms 1 to 8: 0.2977 -0.5807 -0.3038 0.9706 0.9981 -0.0039 -0.6376 -0.6851

Record 2
# C39H31ClGeIN4O2STl

A structure of composition C39H31ClGeIN4O2STl (ωB97M-V/def2-TZVPD, the Open Molecules 2025 dataset).

The calculation puts the lowest unoccupied orbital energy at 3.680 eV. Its total charge is -2. As for the orbital gap: 5.67 eV. For the energy relative to the best compared isomer or geometry (same formula, charge and spin), the calculation gives 0.0000 eV.

Cartesian coordinates (Å):
Tl (1.037, 1.034, 1.434)
I (-0.806, 1.839, 8.900)
Ge (3.054, -2.481, -0.983)
Cl (3.176, 0.818, 3.526)
S (-0.245, 3.862, 1.851)
O (-2.632, -1.630, 3.082)
O (-0.986, -0.401, 2.181)
N (0.466, 0.710, -1.796)
N (-1.432, 1.968, -0.136)
N (-2.357, 2.753, 0.468)
N (-2.851, 4.175, 2.147)
C (-5.443, 1.828, -2.121)
C (1.677, -4.310, 2.522)
C (4.429, -4.361, -2.838)
C (-1.728, -0.777, 3.129)
C (-1.768, 1.407, -1.243)
C (-1.337, -0.682, -2.597)
C (1.387, -0.289, -2.164)
C (4.535, -1.281, -1.409)
C (6.370, 0.175, -0.807)
C (4.012, -3.883, 2.883)
C (-0.795, 0.457, -1.848)
C (-5.361, 2.147, -3.471)
C (-0.763, 1.720, 5.868)
C (4.097, -3.294, 1.632)
C (6.618, 0.438, -2.145)
C (-1.829, -0.834, 5.648)
C (-4.118, 2.202, -4.083)
C (-3.040, 1.642, -1.986)
C (0.899, -1.585, -2.905)
C (1.762, -3.712, 1.274)
C (-0.525, -1.560, -3.201)
C (5.819, -0.143, -3.121)
C (5.328, -0.668, -0.440)
C (-1.095, 0.991, 6.995)
C (-2.971, 1.946, -3.345)
C (4.792, -0.998, -2.752)
C (2.803, -4.395, 3.326)
C (4.527, -5.498, -3.631)
C (1.365, -1.636, -1.485)
C (-1.630, -0.285, 6.905)
C (3.241, -4.038, -2.184)
C (-0.967, 1.146, 4.619)
C (3.433, -6.337, -3.781)
C (2.973, -3.198, 0.813)
C (-1.868, 3.509, 1.434)
C (2.152, -4.895, -2.347)
C (2.242, -6.033, -3.135)
C (-4.296, 1.584, -1.382)
C (-1.492, -0.132, 4.495)
H (-6.411, 1.773, -1.637)
H (-1.998, 1.987, -3.822)
H (2.352, 0.108, -2.453)
H (4.183, -1.458, -3.526)
H (5.049, -2.895, 1.307)
H (5.102, -0.794, 0.612)
H (-1.893, -0.837, 7.798)
H (-2.523, 4.535, 3.028)
H (5.994, 0.074, -4.169)
H (-4.357, 1.344, -0.331)
H (0.568, -1.713, -0.748)
H (6.978, 0.636, -0.039)
H (3.507, -7.224, -4.399)
H (-0.726, 1.723, 3.736)
H (7.422, 1.106, -2.429)
H (1.214, -4.670, -1.849)
H (-2.397, -0.684, -2.812)
H (1.553, -2.041, -3.642)
H (1.384, -6.685, -3.244)
H (-6.260, 2.349, -4.041)
H (5.294, -3.717, -2.726)
H (-3.735, 3.689, 2.172)
H (5.461, -5.729, -4.131)
H (-4.039, 2.451, -5.135)
H (-0.912, -2.237, -3.955)
H (0.720, -4.664, 2.882)
H (0.862, -3.623, 0.677)
H (4.885, -3.915, 3.523)
H (-2.265, -1.818, 5.536)
H (2.731, -4.838, 4.312)
H (-0.332, 2.709, 5.943)

Atomic partial charges in e from the Mulliken method, atoms 1 to 8: 0.7450 -0.0297 1.2865 -0.8532 -0.4752 -0.7735 -0.5541 -0.4129

Record 3
# C39H33AsBrF6N5O5SSeW

A structure of composition C39H33AsBrF6N5O5SSeW (ωB97M-V/def2-TZVPD, the Open Molecules 2025 dataset).

The calculation puts the lowest unoccupied orbital energy (spin up / spin down) at -5.624 / -5.334 eV. Its total charge is +1. As for the orbital gap (spin up / spin down): 4.57 / 4.89 eV. For the energy relative to the best compared isomer or geometry (same formula, charge and spin), the calculation gives 4.0741 eV. Its spin multiplicity is 2. As for the expectation value of S²: 0.815.

Cartesian coordinates (Å):
W (1.777, -0.811, -0.503)
Br (0.964, 2.737, -0.354)
Se (2.454, -3.897, -1.093)
As (5.034, -1.194, 0.338)
S (-1.318, 4.048, 3.326)
F (3.216, -1.335, -1.688)
F (4.646, -0.408, 1.819)
F (3.027, 0.457, 0.006)
F (5.574, 0.219, -0.498)
F (2.552, -1.846, 0.909)
F (6.689, -1.485, 0.920)
O (-0.671, 4.131, 2.037)
O (-0.534, 4.347, 4.483)
O (0.933, 0.025, 1.139)
O (-4.159, 2.506, -0.523)
O (-1.214, -0.072, 1.711)
N (0.254, -2.371, 0.075)
N (0.672, -1.564, -2.363)
N (2.113, 0.652, -2.410)
N (-0.535, 0.506, -0.995)
N (-1.931, 2.493, 3.512)
C (-1.929, -4.161, -2.938)
C (-0.939, 1.535, 4.024)
C (-0.628, 1.819, -0.698)
C (-0.387, -3.067, -0.899)
C (-0.083, 0.333, 1.927)
C (2.985, 1.651, -2.437)
C (2.022, 0.795, -4.833)
C (1.599, 0.202, -6.042)
C (4.974, -6.180, 1.322)
C (-0.264, -2.549, -2.224)
C (-1.719, -0.118, -1.091)
C (-2.946, 0.477, -0.944)
C (-1.806, 2.527, -0.582)
C (-4.689, 7.057, 2.888)
C (-1.870, -4.804, -1.718)
C (3.169, -5.256, 0.024)
C (0.264, 1.220, 3.111)
C (-2.721, 5.132, 3.243)
C (-5.730, 8.110, 2.643)
C (2.940, -7.433, 1.038)
C (-1.168, -3.032, -3.195)
C (3.345, 2.344, -3.591)
C (-3.462, 7.396, 3.450)
C (-4.920, 5.728, 2.535)
C (-3.940, 4.764, 2.703)
C (-0.436, -4.081, 1.617)
C (2.817, 1.955, -4.793)
C (-3.010, 1.842, -0.688)
C (4.229, -7.330, 1.549)
C (-1.138, -4.238, -0.656)
C (-2.475, 6.441, 3.626)
C (1.009, -1.078, -3.605)
C (1.061, -1.062, -6.032)
C (4.445, -5.136, 0.583)
C (0.179, -2.881, 1.318)
C (2.418, -6.415, 0.263)
C (1.704, 0.168, -3.607)
C (-1.103, -4.783, 0.636)
C (0.812, -1.720, -4.831)
H (-2.428, -5.713, -1.543)
H (4.649, -8.142, 2.126)
H (-1.309, -2.489, -4.115)
H (1.790, 0.711, -6.976)
H (-4.123, 3.740, 2.411)
H (0.696, 2.144, 2.723)
H (1.427, -6.490, -0.163)
H (-4.920, 1.921, -0.619)
H (-0.388, -4.465, 2.624)
H (-5.801, 8.319, 1.574)
H (-1.694, -1.174, -1.299)
H (-1.608, -5.715, 0.846)
H (-1.512, 6.690, 4.049)
H (-3.277, 8.418, 3.752)
H (0.534, -2.761, -4.848)
H (-5.478, 9.036, 3.155)
H (-3.844, -0.123, -0.997)
H (5.975, -6.096, 1.721)
H (-1.472, 0.609, 4.241)
H (3.432, 1.938, -1.496)
H (4.043, 3.164, -3.519)
H (1.051, 0.724, 3.682)
H (-2.316, 2.164, 2.631)
H (-2.589, -4.533, -3.709)
H (-6.711, 7.779, 2.982)
H (0.665, -2.303, 2.091)
H (5.026, -4.236, 0.432)
H (-0.577, 1.973, 4.952)
H (2.349, -8.317, 1.233)
H (-1.778, 3.576, -0.333)
H (3.057, 2.474, -5.710)
H (0.861, -1.578, -6.960)
H (-5.879, 5.450, 2.117)

Atomic partial charges in e from the Mulliken method, atoms 1 to 8: 2.3209 0.0767 0.3927 0.9113 1.2680 -0.5803 -0.4027 -0.5697